Computed, not measured: a structure of composition C30H37CuN6O3Si3, with the ωB97M-V functional and the def2-TZVPD basis.

The geometry in ORCA input format:
```
! RIJCOSX wB97M-V def2-TZVPD def2/J DEFGRID3
* xyz -1 2
Cu -0.43220 -1.48155 -0.09167
O 6.27741 -0.81498 -1.20893
C 5.77708 -0.84391 -0.06525
O 6.27314 -0.82045 1.07944
C 4.23079 -0.91289 -0.06812
C 3.52573 -0.89805 -1.26395
C 2.14990 -0.98162 -1.23538
N 1.48878 -1.05136 -0.08046
C 2.14707 -1.10030 1.07741
C 3.52330 -1.03143 1.12068
C 1.26057 -1.31723 2.24818
C 1.71548 -1.32860 3.55422
C 0.82948 -1.64940 4.56791
C -0.49431 -1.92410 4.26320
C -0.88834 -1.84789 2.94492
N -0.03329 -1.55748 1.96387
C 1.27108 -1.07435 -2.42661
C 1.74761 -1.04175 -3.72546
C 0.86071 -1.24779 -4.76674
C -0.48065 -1.46660 -4.49428
C -0.88767 -1.45243 -3.17792
N -0.03525 -1.26090 -2.17252
H 4.10333 -0.83775 -2.17804
H 4.09514 -1.08195 2.03941
H 2.74819 -1.09449 3.77633
H 1.17394 -1.68605 5.59340
H -1.21022 -2.18150 5.03102
H -1.91843 -2.01926 2.65270
H 2.79436 -0.86358 -3.92136
H 1.21883 -1.24221 -5.78856
H -1.19762 -1.63435 -5.28558
H -1.92927 -1.58928 -2.90681
C -3.39206 -1.43675 -0.05767
O -2.24848 -0.55505 -0.01928
Si -2.39255 1.17735 -0.08755
C -3.58028 1.57875 1.31909
C -3.45180 1.45325 -1.62089
C -0.79740 1.85705 -0.05795
Si -0.10526 2.47242 1.48802
C -0.63196 1.60025 3.08093
C -0.56906 4.27675 1.81470
C 1.77689 2.41018 1.57604
Si -0.04673 2.48366 -1.56931
C 1.83698 2.38696 -1.59475
C -0.45664 4.30560 -1.87853
C -0.53743 1.65868 -3.19914
H -4.32066 -0.86347 -0.06650
H -3.39460 -2.09049 0.81696
H -3.35846 -2.06578 -0.94892
H -4.60567 1.27838 1.06548
H -3.58511 2.66043 1.50047
H -3.32055 1.08254 2.25916
H -4.50108 1.20171 -1.41919
H -3.12835 0.84799 -2.47683
H -3.41180 2.50765 -1.92004
H -1.70225 1.38682 3.13004
H -0.38411 2.25193 3.92751
H -0.08920 0.65624 3.22206
H -1.65414 4.40964 1.70483
H -0.08090 4.94916 1.09877
H -0.28284 4.59873 2.82780
H 2.17399 1.50390 1.09854
H 2.10431 2.41026 2.62485
H 2.24243 3.27013 1.08219
H 2.30042 3.23719 -1.08208
H 2.20084 2.38504 -2.63136
H 2.20169 1.47239 -1.10756
H 0.05621 4.95907 -1.16193
H -1.53696 4.47367 -1.76457
H -0.16267 4.62427 -2.89043
H -0.00355 0.70940 -3.35514
H -0.25606 2.33239 -4.01643
H -1.60862 1.46342 -3.28665
N -0.86048 -3.43533 -0.35678
C -0.91953 -4.47682 0.15623
C -0.98735 -5.72223 0.77703
C 0.14894 -6.23548 1.47808
N 1.06151 -6.65015 2.05061
C -2.22070 -6.44791 0.72971
N -3.22355 -7.01830 0.68534
*
```

Results
HOMO level (spin up / spin down) = -4.987 / -4.981 eV
electronic energy = -115071.61837 eV
Kohn-Sham gap (spin up / spin down) = 6.0 / 5.8 eV

---

Computed, not measured: a structure of composition C30H37N5O4P3S2Ti, with the ωB97M-V functional and the def2-TZVPD basis.

The geometry in ORCA input format:
```
! RIJCOSX wB97M-V def2-TZVPD def2/J DEFGRID3
* xyz 0 2
Ti -1.64677 1.16632 -0.30898
N 1.53049 3.32900 0.38918
N 1.07528 3.69752 1.67944
C 0.03539 3.04370 2.29137
N -0.06191 3.24503 3.62832
N -0.76778 2.27385 1.59712
N -1.80247 1.64383 2.28110
O -2.43017 2.14094 3.24184
O -2.43700 0.83971 1.41624
H 1.27635 4.08871 -0.23494
H 0.95552 2.55665 0.06932
H 1.85841 3.84035 2.30161
H 0.38131 4.06793 4.00012
H -0.95492 2.96379 4.02409
C -3.05795 7.19875 -0.75121
C -2.07645 6.07611 -0.99020
O -2.46816 4.93865 -0.19547
P -2.63989 3.49001 -0.86339
S -2.68301 -0.15505 -1.50382
S -0.90568 2.97289 -1.82913
O -3.71274 3.74628 -2.04544
C -4.99827 3.10063 -1.94842
C -5.99770 4.00159 -1.25767
H -2.74434 8.09183 -1.29175
H -3.11407 7.43711 0.31035
H -4.05081 6.91334 -1.09649
H -1.06656 6.35228 -0.68015
H -2.04538 5.79870 -2.04597
H -4.88641 2.14949 -1.42030
H -5.29371 2.88261 -2.97485
H -5.68167 4.21416 -0.23536
H -6.97377 3.51759 -1.21929
H -6.09951 4.94525 -1.79379
C -0.38742 -2.25473 -0.16094
P 0.26389 -0.54330 -0.02944
C 1.02026 -0.37781 1.61497
C 0.28326 -0.83702 2.70806
C 0.73599 -0.62452 4.00069
C 1.92536 0.05505 4.21777
C 2.64710 0.54126 3.13739
C 2.19353 0.33870 1.84192
C 1.56407 -0.39131 -1.28782
C 2.90194 -0.72663 -1.09582
C 3.81496 -0.55724 -2.12413
C 3.40038 -0.07264 -3.35635
C 2.06585 0.24400 -3.56248
C 1.15167 0.09352 -2.53134
P 0.32669 -3.61532 0.87353
C 2.06182 -3.68143 0.29013
C 2.41716 -3.98800 -1.02257
C 3.74949 -4.04810 -1.39176
C 4.74409 -3.80346 -0.45134
C 4.40230 -3.49848 0.85685
C 3.06369 -3.44166 1.22575
C -0.36846 -5.06470 -0.01311
C 0.23205 -6.30325 0.22411
C -0.26680 -7.45723 -0.35328
C -1.38910 -7.39840 -1.16997
C -2.00167 -6.17871 -1.40136
C -1.49590 -5.01777 -0.82810
H -0.33823 -2.47497 -1.23219
H -1.45059 -2.18182 0.08571
H -0.66003 -1.34522 2.55609
H 0.15143 -0.98420 4.83628
H 2.28025 0.21952 5.22633
H 3.56906 1.08541 3.29956
H 2.74727 0.76254 1.01449
H 3.23491 -1.13736 -0.15346
H 4.85227 -0.81856 -1.96250
H 4.11759 0.05619 -4.15620
H 1.73358 0.62081 -4.52023
H 0.11055 0.35518 -2.69352
H 1.64508 -4.19089 -1.75521
H 4.01601 -4.28352 -2.41338
H 5.78541 -3.85639 -0.74074
H 5.17380 -3.31221 1.59248
H 2.79010 -3.20656 2.24825
H 1.10793 -6.36082 0.86074
H 0.21871 -8.40538 -0.16395
H -1.78265 -8.29993 -1.62011
H -2.87770 -6.12143 -2.03345
H -1.99662 -4.08077 -1.02984
*
```

Results
HOMO level (spin up / spin down) = -7.045 / -8.160 eV
electronic energy = -120003.95387 eV
Kohn-Sham gap (spin up / spin down) = 7.2 / 8.2 eV

---

Computed, not measured: a structure of composition C30H38As2KN4O6, with the ωB97M-V functional and the def2-TZVPD basis.

The geometry in ORCA input format:
```
! RIJCOSX wB97M-V def2-TZVPD def2/J DEFGRID3
* xyz -1 1
K -0.05194 -0.66933 -0.79444
C 1.27541 0.12777 4.90390
C 1.99227 -0.12421 3.62184
N 1.58928 -0.90551 2.64607
C 2.57686 -0.86562 1.68578
C 3.57588 -0.01106 2.09633
N 3.19034 0.43739 3.32619
C 4.87145 0.45504 1.53751
O 5.17309 0.06024 0.33959
O 5.56754 1.19285 2.21877
C 2.45728 -1.61477 0.38448
O 3.36317 -1.39318 -0.47975
O 1.47486 -2.34849 0.21096
H 0.25853 -0.24666 4.82076
H 1.23527 1.19448 5.12866
H 1.77247 -0.38262 5.73203
H 3.75621 1.07681 3.86155
H 4.40141 -0.56165 -0.05845
C 0.08166 3.08561 2.02429
As -0.95462 1.53642 1.39259
C -2.53162 2.52314 0.80328
C -1.65245 0.89931 3.12869
C -1.85851 1.77143 4.19682
C -2.34380 1.32476 5.41674
C -2.64346 -0.01998 5.58520
C -2.45040 -0.89838 4.52991
C -1.95358 -0.46216 3.30234
As -1.68347 -1.73663 1.83072
C -1.02596 -3.28419 2.83206
C -3.56052 -2.30028 1.69020
H -0.51779 3.82692 2.55250
H 0.51012 3.54613 1.13382
H 0.89522 2.74922 2.66814
H -2.90912 3.20364 1.56782
H -3.30850 1.81287 0.52212
H -2.23760 3.07238 -0.09062
H -1.63263 2.82542 4.08474
H -2.49204 2.02111 6.23364
H -3.02556 -0.37954 6.53332
H -2.68138 -1.94823 4.67496
H -1.76639 -3.71591 3.50727
H -0.13495 -2.98154 3.37757
H -0.72879 -4.03181 2.09666
H -3.98713 -2.60022 2.64855
H -3.60675 -3.13835 0.99396
H -4.14553 -1.47869 1.27602
C 0.30371 0.28767 -8.08578
C -0.01126 0.59932 -6.64527
C -1.27247 1.04084 -6.26390
C -1.58562 1.27945 -4.93007
C -2.96984 1.75146 -4.56162
C -0.60398 1.10482 -3.94846
C 0.68623 0.70563 -4.31576
C 1.82070 0.57615 -3.32269
C 0.95133 0.44010 -5.65903
C -0.97080 1.32690 -2.47818
O -0.34406 2.18811 -1.83303
O -1.86318 0.55512 -2.03742
H -0.43802 0.72546 -8.75428
H 0.30554 -0.79241 -8.25714
H 1.28822 0.66329 -8.36730
H -2.03238 1.20032 -7.02341
H -3.58393 1.89155 -5.45152
H -2.91722 2.69766 -4.01969
H -3.44847 1.03266 -3.89718
H 1.69206 1.26927 -2.49390
H 2.76680 0.80812 -3.81118
H 1.90824 -0.44213 -2.93118
H 1.95177 0.12729 -5.94482
C -1.32147 -2.40207 -5.07466
N -1.28072 -2.90536 -3.72001
C -0.43823 -3.88094 -3.24730
C -0.68518 -3.97181 -1.90854
N -1.66373 -3.07587 -1.55043
C -1.99180 -2.45394 -2.66068
H -1.79316 -3.12055 -5.74815
H -0.31296 -2.19173 -5.42786
H -1.88240 -1.47098 -5.09546
H 0.25697 -4.39480 -3.88838
H -0.20042 -4.58948 -1.17192
H -2.67872 -1.62496 -2.72633
*
```

Results
HOMO level = -5.523 eV
electronic energy = -187980.77861 eV
Kohn-Sham gap = 7.8 eV

---

Summary of energy above the lowest of the compared OMol25 structures with the same formula, charge and spin in eV
0.677, 0.000, 0.000
(order as listed above)